Below is 2 unconnected molecules or ions with the total composition C21H23FNO4S, with properties calculated with the ωB97M-V functional and the def2-TZVPD basis.

Cartesian coordinates (Å):
F  4.7317  -0.3056  3.0530
S  3.7623  0.9970  2.9907
C  2.2351  0.1830  3.1021
C  1.0958  0.7151  2.6101
O  4.0628  1.7317  4.1841
O  3.9880  1.5482  1.6938
H  2.3046  -0.8009  3.5595
H  0.1966  0.1294  2.7918
H  1.0279  1.7610  2.2975
C  -3.5029  3.1056  1.2365
C  -2.1425  3.2413  0.5942
C  -2.2385  2.8309  -0.8654
C  -1.6592  4.6692  0.7345
O  -1.1477  2.4382  1.3209
C  -1.3561  1.0670  1.3058
C  -0.2230  0.4006  0.5934
N  -0.3070  -0.8796  0.3952
C  0.1672  -1.6595  -0.5553
C  -0.2335  -3.0668  -0.5509
C  0.4488  -4.0437  -1.3090
C  0.1014  -5.3859  -1.2073
C  -0.9468  -5.7826  -0.3652
C  -1.6317  -4.8191  0.3902
C  -1.2719  -3.4713  0.3086
C  1.0070  -1.0977  -1.6273
C  0.8630  -1.4938  -2.9793
C  1.5840  -0.8593  -3.9921
C  2.4996  0.1589  -3.6717
C  2.6961  0.5175  -2.3294
C  1.9584  -0.1069  -1.3214
O  -2.2950  0.5131  1.8351
H  -3.4610  3.4469  2.2778
H  -4.2156  3.7353  0.6893
H  -3.8555  2.0693  1.2092
H  -1.2622  2.8706  -1.3691
H  -2.6768  1.8269  -0.9768
H  -2.9107  3.5402  -1.3686
H  -0.6643  4.7923  0.2953
H  -2.3532  5.3467  0.2283
H  -1.6134  4.9411  1.7940
H  0.5032  1.0773  0.1173
H  1.2673  -3.7369  -1.9581
H  0.6587  -6.1258  -1.7778
H  -1.2242  -6.8375  -0.2994
H  -2.4417  -5.1196  1.0583
H  -1.7764  -2.7132  0.9117
H  0.1687  -2.2980  -3.2351
H  1.4488  -1.1590  -5.0355
H  3.0617  0.6675  -4.4598
H  3.4292  1.2805  -2.0464
H  2.1429  0.1609  -0.2773

Computed properties:
energy = -45382.807 eV
molar mass = 404.48 g/mol
maximum force = 2.62 eV/A
charge = -1